No. 1
{"formula": "C18H10Cl2IrN4O2S4", "method": "wB97M-V/def2-TZVPD", "homo_lumo_gap_ev": [4.6059, 5.5844], "charge": -1, "e_lumo_ev": [1.92, 1.09], "spin_multiplicity": 5, "symbols": ["Ir", "Cl", "C", "C", "C", "N", "C", "O", "C", "C", "C", "C", "C", "N", "C", "C", "C", "Cl", "N", "C", "O", "C", "C", "C", "C", "C", "N", "H", "H", "H", "H", "H", "H", "H", "H", "H", "H", "S", "S", "S", "S"], "coordinates": [[0.022, 0.031, 0.079], [-6.038, 2.840, -1.303], [-4.792, 1.816, -0.656], [-3.486, 2.018, -1.069], [-2.476, 1.193, -0.596], [-1.113, 1.273, -0.942], [-0.544, 2.094, -1.855], [-1.088, 2.926, -2.560], [0.943, 1.839, -1.959], [1.716, 2.622, -2.790], [3.068, 2.357, -2.918], [3.598, 1.295, -2.209], [2.765, 0.560, -1.388], [1.465, 0.822, -1.249], [-2.782, 0.145, 0.313], [-4.099, -0.028, 0.734], [-5.093, 0.801, 0.246], [-6.724, 0.542, 0.783], [-1.693, -0.630, 0.712], [-1.700, -1.728, 1.596], [-2.721, -2.233, 2.067], [-0.357, -2.190, 1.857], [-0.113, -3.247, 2.745], [1.164, -3.672, 2.983], [2.246, -3.004, 2.312], [1.969, -1.975, 1.469], [0.713, -1.539, 1.203], [-3.247, 2.814, -1.756], [1.222, 3.428, -3.316], [3.700, 2.962, -3.555], [4.648, 1.045, -2.267], [3.146, -0.267, -0.805], [-4.326, -0.812, 1.439], [-0.972, -3.694, 3.228], [1.362, -4.485, 3.669], [3.276, -3.289, 2.480], [2.769, -1.432, 0.984], [2.067, 1.563, 1.467], [1.906, 2.338, 3.286], [-0.093, 2.999, 3.592], [-1.239, 2.317, 2.189]], "mulliken_charge": [0.539, -0.242, 0.119, -0.733, 0.149, 0.003, 0.674, -0.786, 0.114, -0.505, -0.371, -0.786, 0.143, -0.089, -0.134, -0.729, 0.196, -0.238, -0.005, 0.464, -0.824, 0.002, -0.691, -0.275, -0.936, 0.184, -0.029, 0.618, 0.449, 0.422, 0.404, 0.245, 0.658, 0.396, 0.405, 0.366, 0.245, -0.195, -0.122, -0.030, -0.074]}

No. 2
{"formula": "C18H10Cl5PS2SbSe4Zr", "method": "wB97M-V/def2-TZVPD", "homo_lumo_gap_ev": 4.5547, "de_lowest_kcal_mol": 31.16, "charge": -1, "e_lumo_ev": 1.51, "spin_multiplicity": 1, "symbols": ["Zr", "Cl", "C", "C", "C", "Cl", "C", "Cl", "C", "Cl", "C", "Cl", "Se", "Sb", "Se", "Se", "Se", "S", "P", "S", "C", "C", "C", "C", "C", "C", "C", "C", "C", "C", "C", "C", "H", "H", "H", "H", "H", "H", "H", "H", "H", "H"], "coordinates": [[1.773, -1.263, 1.361], [2.158, -3.988, 0.473], [1.396, -4.021, 2.071], [1.756, -2.913, 2.820], [0.822, -2.539, 3.764], [0.826, -0.795, 4.050], [-0.288, -3.287, 4.124], [-1.351, -2.753, 5.349], [-0.549, -4.444, 3.387], [-1.978, -5.329, 3.683], [0.266, -4.781, 2.296], [-0.227, -5.984, 1.177], [-5.300, -2.049, -1.150], [-3.021, -2.395, 0.343], [-0.422, -1.783, 0.897], [-5.195, -4.044, -0.121], [-3.902, -1.345, 2.353], [1.905, 1.310, 1.442], [1.431, 0.916, -0.493], [2.342, -0.779, -1.123], [2.043, 2.328, -1.469], [3.193, 2.247, -2.242], [3.673, 3.382, -2.886], [3.014, 4.593, -2.741], [1.860, 4.674, -1.971], [1.370, 3.544, -1.334], [-0.350, 1.037, -0.789], [-1.255, 1.334, 0.221], [-2.606, 1.419, -0.076], [-3.044, 1.190, -1.374], [-2.138, 0.890, -2.381], [-0.783, 0.822, -2.095], [3.699, 1.297, -2.352], [4.566, 3.317, -3.496], [3.396, 5.481, -3.232], [1.339, 5.618, -1.865], [0.468, 3.594, -0.737], [-0.910, 1.429, 1.240], [-3.319, 1.595, 0.716], [-4.104, 1.210, -1.590], [-2.491, 0.685, -3.384], [-0.062, 0.579, -2.867]], "mulliken_charge": [-0.641, -0.148, 0.631, -1.037, 0.880, -0.177, -0.040, -0.165, 0.350, -0.138, -0.068, -0.150, -0.439, 0.271, 1.025, -0.482, -0.659, -0.551, 1.420, -0.545, 0.420, -0.355, -0.578, -0.404, -0.622, -0.509, 0.481, 0.017, -0.639, -0.481, -0.786, -0.652, 0.307, 0.380, 0.366, 0.381, 0.366, 0.347, 0.413, 0.492, 0.374, 0.343]}

No. 3
{"formula": "C18H11BrCl3N4O2PtSe2", "method": "wB97M-V/def2-TZVPD", "homo_lumo_gap_ev": 7.9233, "de_lowest_kcal_mol": 5.43, "charge": 1, "e_lumo_ev": -3.32, "spin_multiplicity": 1, "symbols": ["Pt", "Se", "Se", "C", "C", "C", "C", "C", "N", "C", "C", "C", "C", "C", "N", "H", "H", "H", "H", "H", "H", "H", "H", "Br", "C", "C", "C", "C", "C", "N", "C", "O", "O", "H", "H", "H", "Cl", "C", "Cl", "Cl", "C", "N"], "coordinates": [[-0.498, 0.029, 0.043], [-3.033, -0.629, 2.290], [-0.850, -0.922, 3.050], [-0.180, -2.285, 1.874], [0.049, -3.549, 2.387], [0.650, -4.505, 1.577], [0.998, -4.167, 0.284], [0.726, -2.888, -0.168], [0.155, -1.964, 0.604], [-2.851, 1.236, 1.778], [-3.840, 2.110, 2.206], [-3.683, 3.464, 1.964], [-2.530, 3.908, 1.338], [-1.606, 2.969, 0.923], [-1.775, 1.658, 1.110], [-0.240, -3.773, 3.403], [0.838, -5.500, 1.956], [1.477, -4.877, -0.375], [0.982, -2.579, -1.172], [-4.699, 1.732, 2.742], [-4.438, 4.166, 2.290], [-2.346, 4.959, 1.171], [-0.697, 3.267, 0.415], [-1.300, 1.564, -3.391], [0.151, 2.306, -2.435], [0.793, 3.415, -2.959], [1.862, 3.941, -2.251], [2.240, 3.351, -1.056], [1.525, 2.255, -0.613], [0.501, 1.732, -1.295], [1.849, 1.612, 0.717], [2.790, 2.001, 1.361], [1.043, 0.655, 1.102], [0.460, 3.848, -3.890], [2.389, 4.806, -2.631], [3.062, 3.708, -0.453], [-4.484, -3.153, -1.868], [-3.644, -1.838, -2.687], [-4.771, -0.562, -3.156], [-2.753, -2.432, -4.089], [-2.677, -1.255, -1.751], [-1.946, -0.783, -1.012]], "mulliken_charge": [1.379, 0.012, 0.020, 0.221, -0.616, -0.236, -0.755, -0.088, -0.287, 0.312, -0.705, -0.268, -0.908, -0.046, -0.091, 0.477, 0.420, 0.427, 0.501, 0.396, 0.420, 0.440, 0.347, -0.104, 0.176, -0.633, -0.368, -0.714, 0.609, -0.271, 0.454, -0.656, -0.625, 0.435, 0.450, 0.522, -0.079, 0.824, -0.062, -0.061, 0.062, -0.331]}

No. 4
{"formula": "C18H11Cl3F3NOPdS", "method": "wB97M-V/def2-TZVPD", "homo_lumo_gap_ev": [5.6461, 5.6536], "charge": 0, "e_lumo_ev": [-1.92, -1.89], "spin_multiplicity": 1, "symbols": ["Pd", "Cl", "C", "C", "C", "Cl", "C", "O", "C", "Cl", "C", "H", "H", "S", "C", "C", "C", "C", "C", "C", "H", "H", "H", "H", "H", "F", "C", "F", "F", "C", "C", "C", "N", "C", "C", "H", "H", "H", "H"], "coordinates": [[0.729, -0.686, -0.584], [-0.416, 3.835, 4.927], [-0.140, 3.161, 3.362], [0.081, 1.801, 3.230], [0.317, 1.276, 1.975], [0.595, -0.432, 1.814], [0.339, 2.051, 0.786], [0.516, 1.562, -0.381], [0.117, 3.444, 1.003], [0.143, 4.488, -0.366], [-0.131, 3.984, 2.245], [0.068, 1.168, 4.100], [-0.324, 5.041, 2.339], [1.532, -2.343, -1.989], [3.035, -1.713, -1.330], [3.992, -2.571, -0.786], [5.198, -2.064, -0.340], [5.465, -0.705, -0.428], [4.511, 0.157, -0.944], [3.297, -0.330, -1.399], [3.784, -3.629, -0.747], [5.946, -2.725, 0.067], [6.420, -0.315, -0.116], [4.727, 1.211, -1.019], [2.587, 0.333, -1.908], [-6.095, -1.458, 0.455], [-5.706, -1.063, -0.768], [-6.312, -1.885, -1.642], [-6.220, 0.154, -0.965], [-4.204, -1.106, -0.915], [-3.524, -2.281, -0.609], [-2.146, -2.295, -0.757], [-1.462, -1.242, -1.199], [-2.114, -0.118, -1.493], [-3.489, 0.000, -1.359], [-4.056, -3.156, -0.270], [-1.570, -3.187, -0.538], [-1.506, 0.707, -1.857], [-3.982, 0.929, -1.596]], "mulliken_charge": [0.072, -0.234, 0.460, -0.895, 0.785, -0.199, 0.098, -0.593, 0.356, -0.216, -0.773, 0.439, 0.431, -0.305, 0.357, -0.578, -0.407, -0.461, -0.620, -0.135, 0.408, 0.370, 0.388, 0.406, 0.591, -0.248, 0.707, -0.245, -0.272, 0.517, -0.661, -0.392, -0.183, -0.236, -0.532, 0.432, 0.394, 0.499, 0.476]}

No. 5
{"formula": "C18H11F10N4Se3TcTe2", "method": "wB97M-V/def2-TZVPD", "homo_lumo_gap_ev": [5.1250, 5.1575], "charge": -1, "e_lumo_ev": [0.92, 0.96], "spin_multiplicity": 2, "symbols": ["Tc", "C", "N", "C", "C", "N", "C", "C", "F", "C", "F", "C", "F", "C", "F", "C", "F", "C", "C", "N", "C", "C", "F", "C", "F", "C", "F", "C", "F", "C", "F", "H", "H", "H", "H", "H", "H", "H", "H", "H", "H", "H", "Se", "Te", "Te", "Se", "Se", "C", "N"], "coordinates": [[-0.587, 0.057, -0.013], [2.360, 1.252, -0.156], [1.615, -0.006, -0.017], [1.933, -0.653, 1.265], [1.092, -0.009, 2.353], [-0.314, -0.196, 2.005], [-1.227, -0.092, 3.028], [-2.362, -0.927, 3.075], [-2.455, -1.941, 2.215], [-3.366, -0.793, 4.009], [-4.426, -1.605, 3.983], [-3.264, 0.163, 5.003], [-4.239, 0.313, 5.907], [-2.124, 0.937, 5.059], [-1.981, 1.831, 6.046], [-1.130, 0.804, 4.108], [-0.063, 1.608, 4.238], [1.887, -0.850, -1.184], [1.099, -0.365, -2.400], [-0.183, 0.269, -2.046], [-1.021, 0.545, -3.097], [-1.052, -0.086, -4.366], [-0.085, -0.932, -4.780], [-2.088, 0.089, -5.265], [-2.085, -0.622, -6.402], [-3.117, 0.973, -5.021], [-4.136, 1.097, -5.879], [-3.038, 1.746, -3.878], [-3.944, 2.699, -3.655], [-2.002, 1.560, -2.990], [-1.893, 2.452, -2.012], [3.433, 1.041, -0.241], [2.193, 1.901, 0.700], [2.023, 1.785, -1.042], [3.004, -0.579, 1.495], [1.665, -1.709, 1.204], [1.340, 1.055, 2.448], [1.320, -0.489, 3.310], [1.598, -1.871, -0.949], [2.956, -0.856, -1.432], [0.954, -1.238, -3.032], [1.697, 0.356, -2.973], [-2.973, 0.047, -0.214], [-4.103, 1.782, 1.160], [-2.478, 3.916, 0.820], [-0.287, 2.786, 0.744], [-0.299, -4.747, -0.112], [-0.568, -3.030, -0.200], [-0.685, -1.867, -0.264]], "mulliken_charge": [0.377, -1.665, 0.992, -1.185, -0.694, 0.495, -0.154, -0.352, -0.357, 0.276, -0.335, 0.625, -0.330, 0.195, -0.326, 0.636, -0.335, -1.571, -0.696, 0.314, -0.141, 0.439, -0.319, 0.305, -0.318, 0.470, -0.323, 0.164, -0.313, -0.171, -0.195, 0.273, 0.525, 0.255, 0.410, 0.347, 0.376, 0.532, 0.422, 0.545, 0.462, 0.595, -0.153, -0.170, -0.205, -0.292, -0.215, 0.213, -0.428]}